# C22H62ClN10O7P4

A 4-piece molecular cluster, C22H62ClN10O7P4 overall at a distorted geometry (wB97M-V/def2-TZVPD, the Open Molecules 2025 dataset).

Its HOMO energy is -9.4 eV. The net charge is +1. As for the multiplicity: 1. Its HOMO-LUMO gap is 0.1969 Eh.

Atoms and positions in Å:
1 O 8.97591 5.15093 -4.30525
2 C 9.22568 5.69622 -5.33956
3 O 8.36742 6.54146 -5.96127
4 C 7.60685 7.35554 -5.08153
5 C 6.09703 7.13193 -5.18555
6 P 5.46660 5.46763 -4.92185
7 Cl 6.42885 4.06816 -5.90055
8 C 3.74760 5.40504 -5.51859
9 O 2.93678 5.36073 -4.37080
10 N 1.45733 5.08711 -4.79792
11 O 1.09222 4.14035 -4.30653
12 H 10.16198 5.53718 -5.87899
13 H 7.91760 7.25843 -4.04405
14 H 7.79015 8.38835 -5.37269
15 H 5.68255 7.46117 -6.13881
16 H 5.63877 7.73907 -4.39760
17 H 5.45112 5.09980 -3.57832
18 H 3.64055 4.50217 -6.12561
19 H 3.54005 6.29896 -6.11660
20 O -4.48524 3.28615 -0.90541
21 P -3.05423 2.95207 -0.69909
22 N -2.74553 1.58117 -1.67523
23 C -3.24975 0.27965 -1.26046
24 C -3.04488 1.84025 -3.07766
25 N -2.98205 2.61436 0.95765
26 C -2.31412 1.45693 1.51477
27 C -4.11358 3.03635 1.77675
28 N -1.44023 3.58796 -0.74755
29 C -1.41614 5.05630 -0.76461
30 C -0.41537 3.05277 -1.63325
31 H -2.99947 -0.46647 -2.01786
32 H -4.33764 0.26752 -1.11591
33 H -2.77100 -0.06033 -0.34734
34 H -2.61190 2.79544 -3.39199
35 H -4.12190 1.88639 -3.27274
36 H -2.60289 1.05991 -3.70112
37 H -2.96323 0.57560 1.52587
38 H -2.01096 1.65075 2.54694
39 H -1.40118 1.21837 0.96500
40 H -4.95197 2.33136 1.73253
41 H -4.47973 4.00882 1.46194
42 H -3.78585 3.12196 2.81468
43 H -1.72571 5.47044 -1.73240
44 H -0.41426 5.42215 -0.53427
45 H -2.09063 5.44646 0.00072
46 H -0.62744 3.21371 -2.69644
47 H -0.26849 1.99106 -1.46409
48 H 0.53081 3.55024 -1.39783
49 O -2.07899 -3.65182 -3.26163
50 P -0.94390 -4.57850 -2.94406
51 N -1.56574 -5.21748 -1.45403
52 C -1.62996 -4.36880 -0.27694
53 C -2.82313 -5.91822 -1.66757
54 N 0.36349 -3.51476 -2.76284
55 C 1.18925 -3.44256 -1.57997
56 C 0.26166 -2.22974 -3.43849
57 N 0.07095 -5.98173 -3.15822
58 C 0.17024 -6.39419 -4.57014
59 C 0.00794 -7.16860 -2.30625
60 H -2.09493 -4.92584 0.53906
61 H -2.21002 -3.44836 -0.43569
62 H -0.63507 -4.09900 0.07160
63 H -2.74306 -6.59660 -2.52305
64 H -3.65474 -5.23277 -1.86643
65 H -3.06284 -6.52669 -0.79260
66 H 0.75285 -2.78604 -0.81735
67 H 2.17655 -3.04602 -1.83563
68 H 1.35201 -4.43018 -1.14777
69 H -0.33506 -1.50179 -2.87189
70 H -0.19387 -2.33985 -4.41872
71 H 1.26586 -1.82168 -3.58162
72 H -0.74546 -6.87510 -4.92828
73 H 1.00074 -7.08649 -4.70711
74 H 0.36320 -5.51976 -5.19817
75 H -0.92528 -7.73259 -2.39184
76 H 0.16504 -6.90851 -1.26652
77 H 0.82672 -7.82504 -2.61230
78 O -2.14676 -0.93598 4.76837
79 P -1.32739 -1.55035 5.84338
80 N -1.06683 -0.31393 6.99889
81 C -0.14032 0.76624 6.70389
82 C -2.33162 0.19962 7.51283
83 N 0.09489 -1.97729 5.00647
84 C 1.43099 -1.70241 5.48130
85 C 0.02977 -1.98692 3.55129
86 N -1.21444 -2.87966 6.92999
87 C -2.12184 -3.98201 6.57066
88 C -1.16921 -2.71207 8.38179
89 H -0.15117 1.47792 7.53131
90 H -0.38944 1.30945 5.78134
91 H 0.88063 0.40411 6.63136
92 H -2.99721 -0.62418 7.78443
93 H -2.85700 0.82209 6.77960
94 H -2.15422 0.78460 8.41720
95 H 1.76763 -0.69577 5.20418
96 H 2.13688 -2.41763 5.04916
97 H 1.49892 -1.81376 6.56463
98 H 0.14906 -0.98522 3.11538
99 H -0.91933 -2.38668 3.20668
100 H 0.82319 -2.63135 3.16430
101 H -3.16827 -3.75165 6.79577
102 H -1.84315 -4.88930 7.10571
103 H -2.04249 -4.19267 5.50128
104 H -2.09418 -2.31918 8.81666
105 H -0.34571 -2.06815 8.67073
106 H -0.98627 -3.69675 8.81627

Force components x, y, z for each atom (eV/Å):
O -0.1 0.2 0.1
C 0.0 -0.6 0.3
O 0.5 0.4 0.1
C -0.5 0.4 0.1
C 0.3 -0.2 0.2
P -0.3 0.1 -0.2
Cl 0.2 -0.1 -0.1
C -0.6 0.2 0.3
O 0.6 -0.2 0.4
N -0.2 0.0 -0.5
O 0.0 0.1 0.2
H -0.2 0.1 -0.4
H 0.2 -0.3 0.0
H 0.0 0.0 -0.1
H 0.1 0.0 -0.1
H -0.2 0.0 0.0
H 0.1 0.0 0.1
H 0.1 0.0 -0.1
H 0.1 -0.1 -0.2
O 0.7 2.2 -0.9
P 0.5 -3.7 2.0
N 0.5 -0.1 0.3
C -0.2 -0.2 0.1
C 0.0 0.2 -0.1
N -0.5 0.0 0.0
C 0.5 0.1 0.1
C -0.2 -0.2 -0.1
N -0.9 1.3 -1.4
C -0.1 0.0 0.4
C 0.0 -0.1 -0.1
H 0.0 0.1 -0.1
H 0.0 0.0 0.0
H -0.1 0.1 0.0
H -0.1 0.0 0.0
H 0.0 0.0 0.0
H 0.0 0.0 0.1
H 0.0 0.0 0.1
H -0.1 0.1 0.0
H -0.1 0.0 -0.1
H 0.0 0.0 0.1
H 0.0 0.0 -0.1
H 0.1 -0.1 0.0
H 0.1 0.0 0.0
H 0.0 -0.1 0.0
H 0.0 0.0 0.0
H 0.1 0.0 0.0
H -0.1 0.0 0.0
H -0.1 0.1 0.1
O 0.2 -1.0 -2.9
P 0.7 0.8 5.3
N 0.7 0.0 0.5
C -0.1 0.2 -0.1
C 0.0 0.0 -0.2
N -0.3 0.3 -0.6
C 0.4 -0.4 -0.1
C -0.2 0.2 0.2
N -1.4 -0.2 -2.0
C 0.3 0.3 -0.1
C -0.1 -0.1 0.1
H -0.1 0.0 -0.1
H 0.0 0.0 0.0
H 0.0 0.0 -0.1
H 0.0 0.1 0.0
H 0.0 0.0 0.0
H 0.0 0.0 0.0
H 0.0 0.0 0.0
H 0.0 0.0 0.0
H -0.1 0.0 0.0
H 0.0 0.0 0.0
H -0.1 0.0 0.0
H 0.0 -0.1 0.1
H 0.0 -0.1 0.0
H 0.0 0.0 0.0
H 0.0 0.0 0.0
H 0.0 0.0 0.0
H -0.1 0.1 0.0
H 0.0 0.1 -0.1
O -1.8 -1.6 0.4
P 3.9 1.6 0.3
N 0.4 -0.3 0.1
C 0.0 0.1 -0.2
C -0.2 -0.1 0.0
N -0.2 0.3 -0.5
C 0.1 -0.5 0.3
C 0.0 0.3 -0.1
N -2.2 0.1 -0.2
C 0.2 -0.1 -0.3
C 0.0 0.1 0.1
H -0.1 0.0 0.0
H 0.0 0.0 0.0
H -0.1 0.0 0.0
H 0.0 0.0 -0.1
H 0.0 0.0 0.0
H 0.1 0.0 0.0
H 0.1 -0.1 0.0
H 0.0 0.0 0.0
H -0.1 0.1 0.0
H 0.0 0.0 0.0
H 0.0 0.1 0.0
H 0.1 0.0 0.1
H 0.0 -0.1 0.1
H 0.1 0.0 0.0
H 0.0 0.0 0.0
H 0.0 0.0 0.0
H 0.0 0.1 -0.1
H -0.1 0.0 -0.1

Atomic partial charges in e from the Mulliken method, atoms 1 to 4: number 1, O, carries -0.4299; number 2, C, carries 0.0988; number 3, O, carries -0.2923; number 4, C, carries -0.6872